Entry 1:
DFT (ωB97M-V/def2-TZVPD) results for a structure of composition C37H38CsN7O4 at a distorted geometry.

```
87
Properties=species:S:1:pos:R:3:forces:R:3
Cs -0.735417 1.404253 -0.130504 -0.9786 0.9701 -0.0032
C -1.355919 -5.386099 -4.373899 0.0280 -0.2253 -0.1004
C -0.964629 -4.123514 -3.675033 0.1165 0.2441 0.1370
C 0.321308 -3.826300 -3.337164 -0.1252 0.0056 -0.0098
C 0.655773 -2.613148 -2.678209 0.0037 -0.0852 -0.0146
C 1.985935 -2.363041 -2.332466 0.1493 0.1610 0.0597
N 2.381558 -1.286818 -1.695381 0.1090 -0.3053 -0.0599
C 3.765237 -0.989008 -1.365587 0.0032 -0.0332 -0.1245
C 4.262716 -1.634747 -0.076429 0.1841 0.0446 -0.0228
C 3.704756 -1.050294 1.213962 0.0046 0.0712 0.0746
N 2.319755 -1.401787 1.466177 0.0273 -0.2357 0.0706
C 1.936039 -2.387737 2.237182 0.1179 0.1731 -0.0804
C 0.597823 -2.664134 2.541552 0.0285 -0.1965 0.1056
C 0.281286 -3.760442 3.384896 -0.0693 0.0224 0.0056
C -1.003478 -4.036935 3.748774 0.0865 0.1971 -0.1544
C -1.370500 -5.184195 4.634164 0.0187 -0.2271 0.1465
C -2.010682 -3.162583 3.266835 0.0264 -0.1129 0.0916
C -1.783277 -2.077868 2.466682 0.2705 -0.0408 0.0363
C -2.940652 -1.259522 2.117759 -0.1213 0.2565 -0.2556
N -2.925059 -0.162356 1.482204 -0.0024 -0.3453 0.0494
C -4.217353 0.443339 1.222868 -0.0649 0.0057 -0.1064
C -4.835963 0.002493 -0.109849 -0.0812 0.0296 0.0044
C -4.192138 0.493469 -1.412396 -0.0989 -0.2243 0.0738
N -2.899531 -0.108610 -1.670629 -0.0069 -0.3383 -0.0141
C -2.894550 -1.167772 -2.362096 -0.0061 0.2455 -0.0531
C -1.720585 -1.984469 -2.687622 0.2414 -0.0219 -0.0035
C -1.958179 -3.172412 -3.321177 0.0071 -0.0821 -0.0400
C -0.344372 -1.619710 -2.358754 -0.3477 -0.2986 -0.0637
O -0.029723 -0.531945 -1.831610 0.0496 -0.3064 -0.4179
C -0.425508 -1.791086 2.028871 -0.2447 -0.0688 0.1012
O -0.144257 -0.842815 1.264946 0.0375 -0.3118 0.1248
H -0.498200 -6.051721 -4.475719 -0.0296 -0.0051 -0.0241
H -1.747211 -5.190570 -5.375018 -0.0006 0.0107 0.0146
H -2.128723 -5.922718 -3.820874 -0.0163 -0.0111 0.0016
H 1.119316 -4.526250 -3.566966 0.0083 -0.0050 0.0020
H 2.754496 -3.082793 -2.606125 0.0114 -0.0206 -0.0077
H 1.593691 -0.662111 -1.476730 -0.0858 0.2453 -0.0361
H 3.856483 0.097103 -1.310680 0.0232 -0.0227 0.0416
H 4.382036 -1.322103 -2.203957 0.0341 0.0075 0.0621
H 5.348304 -1.499253 -0.050284 -0.0353 -0.0004 -0.0024
H 4.083003 -2.712560 -0.109824 -0.0232 -0.0435 -0.0085
H 3.763308 0.040896 1.220931 0.1304 -0.1842 -0.0544
H 4.294171 -1.393515 2.067043 0.0176 -0.0045 -0.0653
H 1.522597 -0.856785 1.098839 -0.0630 0.0747 0.0613
H 2.721992 -2.998491 2.677150 -0.0023 -0.0052 0.0056
H 1.093074 -4.385405 3.745160 0.0099 -0.0112 0.0046
H -0.488901 -5.776677 4.880761 -0.0305 -0.0083 0.0216
H -2.091352 -5.847434 4.151600 -0.0070 -0.0011 0.0017
H -1.816794 -4.845195 5.572024 0.0019 0.0065 -0.0181
H -3.037257 -3.359036 3.566345 -0.0040 -0.0146 0.0134
H -3.893036 -1.692821 2.467337 -0.0273 0.0922 0.0262
H -4.093047 1.529762 1.225947 -0.0271 0.0088 -0.0158
H -4.927329 0.191425 2.022697 -0.0385 0.0210 -0.0283
H -5.869891 0.361330 -0.114635 0.0133 0.0044 0.0054
H -4.885968 -1.090735 -0.131098 0.0171 -0.0106 0.0012
H -4.062658 1.570844 -1.366856 0.0142 0.2674 0.0176
H -4.887567 0.276746 -2.235877 -0.0447 0.0171 0.0261
H -3.833380 -1.563873 -2.788156 0.0187 0.0081 0.0562
H -2.991223 -3.412837 -3.559332 -0.0105 -0.0144 -0.0154
O 3.239757 1.537088 2.726749 0.1491 0.1525 -0.1015
C 3.676074 2.817098 2.777379 0.0633 0.0600 0.0993
C 4.751575 3.119829 3.616599 -0.0777 0.0147 -0.1104
C 5.237944 4.412243 3.682490 0.0557 -0.1225 0.0774
C 4.661858 5.421160 2.921516 0.0089 0.0802 0.0027
C 3.591570 5.122496 2.101626 -0.0710 -0.0389 -0.0243
C 3.072378 3.830075 2.011472 0.1001 0.1492 0.1001
C 1.905057 3.524950 1.126075 0.2490 -0.2182 0.1575
O 1.515585 2.307899 1.081258 0.6482 0.1351 0.0759
N 1.400612 4.553452 0.476936 -0.3321 0.0464 -0.3153
N 0.386329 4.180683 -0.377142 0.3223 0.2241 0.1588
C -0.157375 5.146850 -1.005796 0.0673 0.0246 0.0678
C -1.213621 4.934861 -2.005995 0.0486 0.0633 -0.1939
C -1.725979 6.047840 -2.677679 -0.0493 0.0349 0.0538
C -2.697327 5.876602 -3.646927 0.0147 -0.0863 0.0332
C -3.129126 4.590387 -3.933707 0.0165 0.0459 -0.0304
C -2.554950 3.542533 -3.227303 -0.1410 -0.0952 -0.1616
N -1.630311 3.693547 -2.294408 0.1680 0.0698 0.2962
H 2.517991 1.584391 2.024493 -0.3712 0.0581 0.2104
H 5.187477 2.321564 4.202658 0.0049 -0.0194 0.0098
H 6.075935 4.633900 4.332503 -0.0069 -0.0053 0.0090
H 5.043572 6.432437 2.976284 -0.0064 -0.0065 -0.0131
H 3.117180 5.888388 1.506573 -0.0187 0.0330 -0.0303
H 0.176485 6.173026 -0.832944 -0.0295 -0.0176 -0.0171
H -1.357072 7.034159 -2.428878 0.0029 0.0102 0.0037
H -3.105885 6.729983 -4.172487 -0.0032 0.0045 -0.0068
H -3.877742 4.397308 -4.689692 -0.0067 -0.0005 0.0078
H -2.848340 2.515826 -3.433422 -0.0225 0.0356 -0.0027
```
Positions in Å, forces in eV/Å.

The calculation puts the LUMO energy at -0.4 eV. Its orbital gap is 6.47 eV. Its spin multiplicity is 1. As for the largest force on an atom: 1.38 eV/A. The energy above the lowest of the compared OMol25 structures with the same formula, charge and spin comes out at 0.0000 eV.

=====

Entry 2:
DFT (ωB97M-V/def2-TZVPD) results for a cluster of 2 separate species, C37H39BO3S in total at a distorted geometry.

```
81
Properties=species:S:1:pos:R:3:forces:R:3
C 3.785537 3.230370 1.593372 0.3422 0.6734 -0.6104
C 2.968987 2.111097 2.077865 -0.1823 -2.0090 0.9474
C 3.397165 0.907050 2.614154 -1.1892 0.5625 -0.3484
C 2.340197 0.237419 3.319989 -0.0971 0.7765 0.6383
C 1.213651 1.021603 3.553599 1.3037 -1.5115 -2.7557
C 0.057904 0.627786 4.380826 -1.3831 -0.2060 0.8393
C -1.336255 1.187450 4.004559 0.2454 -0.4520 0.6795
C -1.570701 2.287582 3.193337 0.2808 0.4284 -0.4136
C -2.827913 2.891864 3.146241 -0.0941 -0.0438 0.1208
C -3.887820 2.404626 3.912499 0.2209 -0.1859 -0.4393
C -3.690239 1.238205 4.642904 0.2939 -0.0515 0.0995
C -2.423730 0.662276 4.703797 -0.3868 -0.1613 0.2322
C 0.075897 -0.886041 4.751565 0.1431 0.2660 0.0672
C 1.132367 -1.248919 5.589666 0.0589 0.0047 0.1346
C 1.263344 -2.518652 6.117514 -0.1377 -0.2287 -0.2088
C 0.335674 -3.501316 5.786809 -0.0283 0.0076 0.0699
O 0.611577 -4.786334 6.260704 -0.4135 0.3223 -0.1628
C -0.256954 -5.472992 7.096538 -0.0360 0.6710 -0.2621
C -1.600286 -5.120743 7.279739 0.6038 -0.5344 0.2037
C -2.342275 -5.891610 8.178901 -0.1542 0.3284 -0.0079
C -1.759286 -6.931846 8.895416 -0.1223 -0.4070 0.0672
C -0.414178 -7.253429 8.696490 -0.0745 0.3474 -0.2436
C 0.339979 -6.527036 7.780085 -0.2696 -0.0555 0.2619
C -0.724989 -3.184251 4.935611 0.2114 -0.1373 0.0297
C -0.837173 -1.886970 4.403733 -0.3589 -0.1847 0.0934
S 1.266254 2.290065 2.352513 1.3561 0.8255 0.9772
H 4.327853 3.674631 2.445598 -0.1508 -0.0451 -0.4009
H 4.510993 2.904984 0.836574 -0.0849 0.1391 0.1864
H 3.144440 4.003676 1.151618 0.2917 -0.0606 0.0497
H 4.405009 0.510275 2.567836 -0.0488 0.1794 -0.1119
H 2.393559 -0.784276 3.684504 0.3095 0.3716 0.0670
H 0.274478 1.125325 5.367685 -0.3195 -0.3142 -0.6187
H -0.750682 2.719980 2.596522 -1.1731 -0.1749 0.4948
H -2.967085 3.757815 2.501911 0.0093 -0.1050 0.1644
H -4.859306 2.890253 3.902134 0.1306 -0.0421 -0.0650
H -4.502851 0.767448 5.190158 0.0671 0.1937 -0.0210
H -2.279195 -0.220262 5.330784 -0.1190 0.4291 -0.1427
H 1.919089 -0.521107 5.789392 -0.3619 -0.0639 0.2626
H 2.088250 -2.759089 6.770521 0.0732 -0.1022 0.0282
H -2.015765 -4.271096 6.745048 -0.0466 -0.2733 0.2641
H -3.394495 -5.638682 8.334778 0.3390 -0.1471 -0.0133
H -2.361242 -7.529105 9.591174 0.2607 0.3590 -0.2764
H 0.061815 -8.044737 9.265656 -0.1282 0.0143 -0.0679
H 1.396669 -6.721011 7.613714 -0.2130 -0.0025 0.0204
H -1.451669 -3.972001 4.701668 0.3067 0.4710 -0.1575
H -1.695680 -1.694841 3.741468 0.6746 0.0387 0.4163
C -4.775541 1.974768 -0.110680 -0.2436 0.0335 -0.0329
C -3.490575 1.232894 0.081327 0.1189 -0.2039 0.0454
C -3.450273 0.152898 0.967778 -0.2472 0.0898 -0.1612
C -2.304299 -0.605258 1.100071 0.3106 0.4973 -0.1055
C -1.132398 -0.251506 0.402990 -0.5955 0.8661 -0.0478
B 0.138435 -1.063556 0.613115 0.5217 1.1226 1.5874
O 0.211400 -1.929394 1.705118 0.0693 -0.0726 -1.1556
C 0.925715 -3.032198 1.114557 -0.3973 -0.1843 0.2875
C 1.689848 -3.755416 2.204123 0.4764 -0.2607 0.0491
C -0.210206 -3.955118 0.617530 0.2437 -0.2387 -0.1853
C 1.826735 -2.325966 -0.017958 0.3173 -0.0376 -0.2330
C 3.302689 -2.209240 0.332300 0.2616 -0.2247 0.2094
C 1.624050 -2.860565 -1.438186 0.0367 -0.1661 -0.0444
O 1.313415 -0.974431 -0.095546 -1.0199 -0.5962 -0.0251
C -1.157746 0.896669 -0.408895 -0.2455 -0.1998 0.2693
C -2.337790 1.599033 -0.613590 -0.1717 -0.0048 0.2785
H -4.778384 2.473706 -1.086165 -0.1652 -0.0496 0.2096
H -5.603172 1.255878 -0.056259 0.0322 0.3395 -0.1061
H -4.935246 2.730775 0.672229 0.0730 -0.1612 -0.1707
H -4.346449 -0.085602 1.545862 0.2475 0.0047 -0.1615
H -2.290615 -1.419422 1.811813 0.0735 -0.1689 -0.2055
H 2.286949 -4.564989 1.758515 -0.0582 0.1796 0.1965
H 2.351035 -3.091603 2.773618 -0.0943 -0.0878 -0.2530
H 0.999557 -4.204844 2.925158 0.0201 0.1123 -0.1949
H 0.186908 -4.812401 0.065619 -0.1300 0.0537 -0.0473
H -0.760270 -4.342307 1.490443 0.2992 0.1975 -0.2125
H -0.955130 -3.424948 0.004880 0.3864 -0.0889 0.0008
H 3.808947 -3.180990 0.257375 -0.1134 0.1755 0.0950
H 3.806790 -1.517610 -0.350175 -0.2488 -0.1049 -0.0612
H 3.447392 -1.805907 1.341465 -0.1112 -0.1359 -0.1878
H 1.988597 -3.885407 -1.570730 -0.0459 0.1176 0.0751
H 0.560720 -2.819471 -1.712766 0.2895 -0.0795 0.0898
H 2.163450 -2.200768 -2.134375 -0.1077 -0.2421 0.2457
H -0.234662 1.281365 -0.818609 0.0946 -0.2229 -0.3119
H -2.391467 2.454375 -1.289221 0.1741 -0.1687 0.1766
```
Positions in Å, forces in eV/Å.

The calculation puts the LUMO energy at 0.6 eV. Its orbital gap is 8.65 eV. Its SMILES is Cc1ccc([C@@H](c2ccccc2)c2ccc(Oc3ccccc3)cc2)s1.Cc1ccc(B2OC(C)(C)C(C)(C)O2)cc1. Its spin multiplicity is 1. As for the largest force on an atom: 3.40 eV/A. The energy above the lowest of the compared OMol25 structures with the same formula, charge and spin comes out at 0.9693 eV.

=====

Entry 3:
DFT (ωB97M-V/def2-TZVPD) results for a structure of composition C37H39Br2CoNO2P2 at a distorted geometry.

```
84
Properties=species:S:1:pos:R:3:forces:R:3
Co -0.126138 0.791058 -0.016720 -0.5238 0.8212 1.1477
Br -3.819338 -0.048142 3.112880 -0.0656 0.1530 0.0042
C -3.365838 1.605958 2.319180 1.0739 -0.3445 -0.4846
C -4.212338 2.700758 2.424880 -0.0648 0.7595 -0.1647
C -3.877638 3.900458 1.833380 -0.1576 -0.2017 0.1999
Br -5.046338 5.374758 2.044180 0.0064 -0.0378 -0.0186
C -2.684438 4.046758 1.081980 -0.1284 -0.3019 0.0954
C -2.291838 5.211558 0.394280 0.3008 -0.0578 -0.1800
C -1.127538 5.198558 -0.333420 -0.2672 0.1251 0.1656
C -0.359138 4.031358 -0.382420 0.0305 -0.0778 0.0738
N -0.699438 2.925658 0.242480 0.5337 -0.0703 -0.2769
C -1.831138 2.919658 0.976180 -0.6763 -0.1907 0.4964
C -2.143838 1.671758 1.627980 -1.4951 1.0827 0.5352
O -1.332638 0.689058 1.550880 1.1741 -1.1319 -0.4978
H -5.129838 2.605558 2.987780 -0.0346 0.0577 -0.0155
H -2.910738 6.096258 0.433580 -0.0205 0.0144 0.0214
H -0.802138 6.069158 -0.879420 0.0316 0.0909 -0.0277
H 0.557962 4.009758 -0.952120 0.0812 -0.0100 -0.1133
O -1.662538 0.892258 -1.355220 -1.2034 -0.0532 -0.5190
C -2.818238 0.579558 -1.176120 0.3334 2.0478 -1.1594
C -3.458838 -0.615542 -0.866320 -0.0030 -2.1379 1.1975
C -4.852338 -0.810042 -0.887620 0.5538 0.5119 -0.0992
C -5.405838 -1.893642 -0.252020 0.0010 -0.3509 0.1885
C -4.594238 -2.767842 0.470580 -0.1092 0.2774 -0.3087
C -3.217938 -2.622442 0.457980 0.3234 -0.1172 0.0131
C -2.610538 -1.588642 -0.239420 -0.7989 0.3927 -0.2002
P -0.813338 -1.435142 -0.465220 0.3471 -1.3155 -0.2483
C -0.705638 -1.736742 -2.260020 -0.0007 0.0310 0.2221
C -1.418338 -2.764342 -2.870620 0.0266 0.1380 -0.0645
C -1.316638 -2.943442 -4.238820 -0.0626 -0.1630 -0.0403
C -0.519838 -2.100642 -5.000420 -0.0151 0.0132 0.0293
C 0.175262 -1.067042 -4.395220 0.0562 0.0075 -0.1609
C 0.084862 -0.891242 -3.027920 0.0051 -0.0418 0.2226
C -0.188238 -2.968842 0.285780 0.0875 0.1940 -0.0446
C 0.372162 -3.986842 -0.477320 -0.1105 0.0008 -0.0008
C 0.850462 -5.129942 0.139480 0.1499 -0.0607 0.0612
C 0.802762 -5.249642 1.519280 -0.0515 -0.0322 -0.0453
C 0.263862 -4.226542 2.285280 0.0106 0.0232 0.1029
C -0.222938 -3.084542 1.674980 0.0039 0.0457 -0.1269
H -5.470938 -0.092242 -1.404020 -0.0711 0.1301 0.0200
H -6.471038 -2.055742 -0.285520 -0.1211 0.0341 0.0175
H -5.036238 -3.577542 1.030580 -0.0558 -0.0863 0.0207
H -2.605338 -3.335342 0.990380 -0.0277 -0.0661 -0.0107
H -2.045638 -3.415142 -2.274420 -0.0328 -0.0475 -0.0291
H -1.858738 -3.748642 -4.711720 -0.0513 -0.0470 -0.0638
H -0.441638 -2.243142 -6.067520 -0.0326 -0.0344 -0.0850
H 0.776462 -0.402842 -4.997420 0.0922 0.0720 -0.0125
H 0.624362 -0.091342 -2.533520 0.0401 0.0149 -0.1330
H 0.426362 -3.896042 -1.552420 0.0209 -0.0319 -0.0195
H 1.267462 -5.922842 -0.463720 0.0510 -0.0668 -0.0133
H 1.181062 -6.139042 2.000380 0.0265 -0.0740 0.0261
H 0.227362 -4.320642 3.360180 -0.0003 0.0127 0.0940
H -0.634638 -2.274042 2.262780 -0.0547 0.0568 0.1409
C 2.223162 2.141958 -2.142120 -0.0776 0.0422 0.0935
C 2.958362 2.157658 -0.801620 -0.2981 -0.1424 -0.0301
C 4.453762 1.967958 -1.046020 -0.0670 0.1126 0.1962
P 2.133562 0.991358 0.422680 1.9171 0.2278 0.3604
C 3.244562 -0.507842 0.438780 -0.2616 0.1934 -0.0692
C 2.986262 -1.280242 -0.852720 -0.0351 0.1343 0.0210
C 2.998762 -1.400342 1.651980 0.0165 0.1640 -0.0367
C 2.376462 1.912758 2.030280 -0.2072 -0.1138 -0.0965
C 1.542462 1.301458 3.155980 -0.1691 0.0139 -0.1711
C 3.824762 2.107758 2.471280 -0.1246 0.1147 -0.1831
H 2.480762 3.019258 -2.733820 -0.0203 0.0821 -0.0403
H 1.139062 2.123358 -2.000620 -0.0340 0.0824 -0.1770
H 2.507062 1.271158 -2.729920 -0.0306 -0.1191 -0.0458
H 2.806862 3.141758 -0.340520 -0.0150 -0.0748 0.0104
H 4.656762 1.061558 -1.614320 0.0082 -0.0590 0.0096
H 5.025462 1.940458 -0.122920 0.0919 -0.0404 0.0329
H 4.817862 2.813558 -1.629720 0.0447 0.0008 -0.0661
H 4.280762 -0.156742 0.445380 -0.1165 0.0379 0.0239
H 1.975262 -1.688142 -0.845820 0.0361 -0.0691 -0.0588
H 3.684462 -2.109442 -0.953220 0.0452 -0.0674 0.0269
H 3.089862 -0.645442 -1.729820 0.0125 -0.0035 -0.1597
H 1.932762 -1.506542 1.844880 -0.0701 -0.0891 0.0781
H 3.480962 -1.006542 2.542580 -0.0409 0.0143 0.1161
H 3.404162 -2.392842 1.463380 0.0290 -0.1002 -0.0023
H 1.946262 2.900358 1.800880 0.0275 -0.1657 -0.0223
H 2.007662 0.407358 3.559380 0.0920 -0.0961 0.0671
H 0.548362 1.033558 2.802580 -0.1119 -0.0113 0.1254
H 1.433962 2.021358 3.966080 0.0298 0.0159 0.0593
H 4.362262 1.166658 2.553580 0.0490 -0.1260 0.0007
H 3.829362 2.574358 3.454680 0.0211 0.0412 0.0805
H 4.367562 2.764358 1.798180 0.1338 0.0426 -0.0752
```
Positions in Å, forces in eV/Å.

The calculation puts the LUMO energy (spin up / spin down) at -3.4 / -3.6 eV. Its orbital gap (spin up / spin down) is 6.43 / 6.38 eV. As for the expectation value of S²: 6.021. Its spin multiplicity is 5. As for the net charge: +1. As for the largest force on an atom: 2.45 eV/A.

=====

Q: Which value of largest force on an atom does entry 1 give?
A: 1.38 eV/A